(1)
C20H45O16P2 | ωB97M-V with the def2-TZVPD basis set

CARTESIAN COORDINATES (ANGSTROEM)
C  15.5149  17.7860  -6.3514
C  14.8290  19.1482  -6.1640
O  15.4312  20.1511  -6.6300
O  13.7188  19.1776  -5.5719
H  16.4910  17.7611  -5.8655
H  15.6846  17.6294  -7.4219
H  14.8536  16.9899  -6.0036
C  14.7280  17.3824  -2.2928
O  15.1999  18.4187  -1.4204
P  16.0600  19.5977  -2.0111
O  15.3733  20.4990  -2.9257
O  16.5605  20.3159  -0.6830
C  17.2203  21.5732  -0.8006
O  17.3406  18.8206  -2.5574
C  18.0650  19.3199  -3.6915
H  13.6654  17.2697  -2.0901
H  15.2177  16.4480  -2.0124
H  14.8844  17.5986  -3.3495
H  17.1415  21.9837  -1.8090
H  18.2836  21.4550  -0.5818
H  16.7520  22.2477  -0.0887
H  18.3326  18.4543  -4.2992
H  18.9784  19.8098  -3.3506
H  17.4709  19.9896  -4.3174
C  7.0363  20.9243  -7.0250
O  8.1823  21.6635  -6.5957
P  9.3461  20.8452  -5.8442
O  10.4899  21.6909  -5.5421
O  8.6295  20.2262  -4.5760
C  8.3217  21.0120  -3.4433
O  9.5717  19.5720  -6.7379
C  10.7729  19.4625  -7.5070
H  6.9175  19.9837  -6.4887
H  7.0889  20.7916  -8.1057
H  6.1395  21.5183  -6.8265
H  7.2601  20.9542  -3.2098
H  8.6211  22.0572  -3.5582
H  8.9009  20.6494  -2.5903
H  11.3965  20.3559  -7.5463
H  10.5265  19.2083  -8.5397
H  11.3970  18.6815  -7.0775
O  15.4996  15.9696  -11.0347
C  15.9176  16.9942  -10.5581
O  15.1749  18.0756  -10.3254
C  13.7645  17.9607  -10.4820
C  13.1062  17.3585  -9.2542
C  17.3455  17.2160  -10.1700
H  13.5540  17.3086  -11.3338
H  13.3611  18.9409  -10.7233
H  13.2839  16.2824  -9.2412
H  12.0338  17.5484  -9.2843
H  13.4909  17.7679  -8.3186
H  17.9125  16.2951  -10.2748
H  17.4336  17.5424  -9.1311
H  17.8258  17.9981  -10.7592
O  7.6639  16.8447  -4.8657
C  8.3701  15.8689  -4.8643
O  9.6598  15.8617  -4.5539
C  10.2592  17.0703  -4.0494
C  11.7387  17.0619  -4.3444
C  7.8950  14.4991  -5.2951
H  10.0489  17.1660  -2.9780
H  9.7621  17.9498  -4.4624
H  11.9512  17.1800  -5.4032
H  12.2430  16.1773  -3.9535
H  12.1483  17.9435  -3.8489
H  6.9893  14.5859  -5.8803
H  7.7731  13.8862  -4.4015
H  8.6964  14.0497  -5.8830
O  19.4401  19.1795  -7.7609
C  19.5263  20.3370  -7.4357
O  19.1195  21.3625  -8.1831
C  18.4476  21.0208  -9.3951
C  16.9786  20.7651  -9.1680
C  20.2115  20.7949  -6.1816
H  18.9189  20.1485  -9.8547
H  18.5957  21.8451  -10.0968
H  16.8576  19.9792  -8.4162
H  16.4727  20.3811  -10.0542
H  16.4376  21.5985  -8.7231
H  19.6038  21.5476  -5.6815
H  21.1545  21.2716  -6.4640
H  20.4682  19.9517  -5.5507

Values from the calculation:
Lowest unoccupied orbital energy: 2.5845 eV
Energy: -72814.8147 eV
HOMO-LUMO gap: 7.028 eV
Net charge: -1

=====

(2)
C20H46AsN3RuSSi3 | ωB97M-V with the def2-TZVPD basis set

CARTESIAN COORDINATES (ANGSTROEM)
Ru  0.1903  -0.3581  1.2497
C  -4.3685  1.0240  2.2658
C  -3.2303  0.7662  1.2601
C  -3.0111  2.0115  0.4110
C  -2.0207  0.3371  2.0556
C  -1.9385  -0.9816  2.5453
C  -1.0686  -1.3079  3.5889
C  -0.1777  -0.3801  4.1183
C  0.6998  -0.7204  5.2856
C  -0.1766  0.9095  3.5505
C  -1.0952  1.2723  2.5726
H  -5.2622  1.3633  1.7428
H  -4.0802  1.7985  2.9812
H  -4.6272  0.1254  2.8287
H  -3.5193  -0.0678  0.6256
H  -2.8311  2.8893  1.0359
H  -3.9132  2.2289  -0.1600
H  -2.1789  1.8988  -0.2876
H  -2.6560  -1.7117  2.1890
H  -1.1258  -2.2985  4.0343
H  1.4445  -1.4751  5.0182
H  0.0967  -1.1367  6.0937
H  1.2261  0.1527  5.6633
H  0.4945  1.6605  3.9516
H  -1.1667  2.3068  2.2747
N  0.6759  -2.6097  1.5992
N  2.0310  -2.9693  1.5998
C  2.9349  -2.0100  1.7364
N  4.2120  -2.3219  1.8335
S  2.4538  -0.3630  1.7602
H  0.2900  -2.7793  2.5228
H  0.1920  -3.2154  0.9387
H  2.2696  -3.9513  1.6661
H  4.5428  -3.2754  1.8888
H  4.8974  -1.5914  1.9641
C  -1.3581  -2.3080  -2.8109
Si  -1.8507  -0.5404  -2.7183
C  -3.4870  -0.3732  -1.9511
C  -1.5452  0.6087  -4.0942
As  0.2009  0.0555  -1.0786
Si  1.0290  2.6615  -0.8174
C  0.4671  3.0329  -2.5099
C  2.8153  2.5304  -0.4770
C  0.2219  3.6428  0.4862
Si  2.0629  -0.9917  -2.3312
C  3.7056  -0.3260  -1.8476
C  1.7243  -0.6952  -4.1137
C  1.9122  -2.7543  -1.7630
H  -2.2501  -2.8935  -3.0611
H  -0.9954  -2.6582  -1.8449
H  -0.6059  -2.5164  -3.5692
H  -4.1977  -0.6581  -2.7393
H  -3.7378  0.6365  -1.6395
H  -3.6308  -1.0656  -1.1230
H  -2.4417  0.5900  -4.7268
H  -0.6975  0.3329  -4.7160
H  -1.4220  1.6311  -3.7464
H  0.7956  2.3080  -3.2539
H  0.8844  4.0109  -2.7881
H  -0.6197  3.1180  -2.5372
H  3.4179  2.3838  -1.3703
H  3.0488  1.7403  0.2328
H  3.1143  3.4824  -0.0229
H  -0.8582  3.7305  0.3973
H  0.6454  4.6505  0.3696
H  0.4968  3.3011  1.4833
H  3.9390  0.6064  -2.3609
H  4.4497  -1.0623  -2.1722
H  3.8218  -0.1765  -0.7750
H  1.4240  0.3355  -4.3071
H  0.9724  -1.3625  -4.5329
H  2.6556  -0.8639  -4.6654
H  1.6484  -2.7780  -0.7075
H  2.8739  -3.2636  -1.8833
H  1.1672  -3.3229  -2.3178

Values from the calculation:
Lowest unoccupied orbital energy (alpha / beta): -10.6279 / -10.5558 eV
Energy: -123821.8940 eV
Spin multiplicity: 2
HOMO-LUMO gap (alpha / beta): 6.200 / 6.229 eV
Net charge: +3
⟨S²⟩: 0.77

=====

(3)
C20H46BrF2N5O13P2S4Si | ωB97M-V with the def2-TZVPD basis set

CARTESIAN COORDINATES (ANGSTROEM)
C  2.6349  6.6263  -1.2163
C  2.1571  5.6760  -2.3133
O  2.4450  4.3390  -1.9255
C  1.8333  3.3638  -2.7627
C  0.4763  2.9073  -2.1971
C  0.4233  1.7106  -1.1941
C  1.7759  1.7019  -0.4448
C  2.0366  0.6707  0.6466
O  2.3654  -0.5445  -0.0167
Si  2.2230  -2.0073  0.8248
C  3.2118  -2.0156  2.3883
C  2.7770  -3.3328  -0.3249
C  0.3923  -2.2415  1.1759
C  0.2685  0.2609  -1.8841
P  1.3080  0.1258  -3.4044
O  1.0323  1.1505  -4.4069
O  1.1260  -1.3287  -3.9925
O  2.7866  0.1359  -2.7966
C  -1.1833  -0.2972  -1.9945
P  -1.3534  -2.0413  -2.6450
O  -2.3687  -2.7906  -1.6315
O  0.0119  -2.6979  -2.0747
S  -1.9114  -2.1927  -4.4627
C  -1.8694  -0.3199  -0.5992
C  -3.4003  -0.3004  -0.6143
O  -3.8320  -1.2156  0.3542
C  -5.2387  -1.3544  0.4665
N  -1.2058  0.6352  0.4002
C  -1.7649  0.5222  1.8343
C  -2.9769  1.2830  2.5179
N  -3.8817  0.2464  2.9851
N  -3.6865  2.2230  1.6922
N  -2.4939  2.0468  3.6769
C  -0.7939  1.9690  -0.2387
S  -2.2792  2.5158  -1.2365
C  -0.6079  3.1179  0.7800
C  0.4334  3.1052  1.8887
O  0.4896  2.3417  2.7742
Br  1.6010  4.6357  1.8766
H  3.3539  7.3492  -1.6050
H  1.8071  7.2098  -0.8062
H  3.1006  6.0598  -0.4119
H  2.6725  5.8874  -3.2585
H  1.0772  5.7852  -2.4898
H  2.5587  2.5715  -2.9139
H  1.6391  3.7903  -3.7522
H  -0.1934  2.7156  -3.0318
H  0.1123  3.8065  -1.6897
H  2.5629  1.5026  -1.1631
H  1.9916  2.7128  -0.0948
H  1.2103  0.5057  1.3492
H  2.8693  1.0135  1.2719
H  4.2765  -1.9818  2.1351
H  3.0391  -2.9851  2.8680
H  2.9884  -1.2136  3.0960
H  3.1838  -4.1137  0.3125
H  1.9297  -3.7573  -0.8709
H  3.5101  -2.9916  -1.0626
H  -0.1474  -2.2219  0.2218
H  0.2274  -3.2188  1.6384
H  -0.0274  -1.4724  1.8404
H  0.7640  -0.4413  -1.2006
H  1.5438  -2.0428  -3.4922
H  2.8865  -0.3415  -1.9471
H  -1.7610  0.3011  -2.7027
H  -3.2254  -2.8988  -2.0728
H  -0.0886  -3.6514  -1.9132
H  -1.6328  -1.2924  -0.1595
H  -3.8203  0.6934  -0.4557
H  -3.7169  -0.6152  -1.6205
H  -5.5317  -2.3606  0.1537
H  -5.5232  -1.1965  1.5070
H  -5.7692  -0.6274  -0.1589
H  -0.3069  0.1626  0.5527
H  -0.8919  0.6828  2.4605
H  -1.9859  -0.5457  1.8998
H  -4.6854  0.7151  3.3942
H  -3.4675  -0.3305  3.7113
H  -4.5363  1.8368  1.3033
H  -3.8871  3.0562  2.2306
H  -1.7023  2.6362  3.4419
H  -2.1332  1.4080  4.3800
H  -1.9506  3.8077  -1.2603
H  -1.5754  3.2294  1.2864
H  -0.4768  4.0419  0.2214
N  1.4180  -6.9932  2.5998
S  0.8217  -7.1008  1.1290
O  1.3911  -8.1400  0.3378
O  0.5619  -5.8337  0.5098
F  -0.5993  -7.6322  1.5573
S  2.9059  -6.5265  2.7548
O  3.3748  -6.7356  4.0819
O  3.1716  -5.2790  2.0978
F  3.7251  -7.5700  1.8840

Values from the calculation:
Lowest unoccupied orbital energy: -0.9243 eV
Energy: -200831.5683 eV
HOMO-LUMO gap: 7.823 eV
Net charge: 0